Computed, not measured: the ion C7H2F9N4O5S with charge +1, with ωB97M-V with the def2-TZVPD basis set.

```
28
Properties=species:S:1:pos:R:3:forces:R:3:mulliken_charge:R:1
O 6.829 -0.441 0.281 -2.639 0.221 0.869 -0.2189
C 5.715 -0.741 0.413 1.510 -2.742 -1.141 0.6398
N 4.642 -1.477 0.414 -0.182 3.995 -1.080 -0.3863
C 3.606 -0.710 -0.229 -2.437 1.627 -1.506 0.4014
N 3.403 -0.350 -1.564 -0.113 -0.351 2.778 -0.7635
N 2.250 0.340 -1.601 -1.279 0.377 3.180 0.7920
O 1.776 0.844 -2.764 0.535 0.503 0.407 -0.3975
C 1.591 0.527 -0.351 3.641 -2.932 -1.345 -0.1292
S 0.036 1.456 -0.006 0.237 6.995 -2.233 1.2340
O -0.593 1.776 -1.291 0.714 -2.769 1.774 -0.5327
O 0.459 2.740 0.592 -0.058 -3.681 0.268 -0.5801
C -1.099 0.596 1.217 -0.072 -0.730 4.048 0.4116
F -1.159 1.455 2.328 0.260 -1.596 -2.733 -0.2215
F -0.512 -0.588 1.723 -1.123 2.029 -1.639 -0.2479
C -2.605 0.411 0.728 -0.803 1.521 1.125 0.6165
F -3.359 0.117 1.883 1.755 0.014 -2.376 -0.2605
F -3.044 1.691 0.334 1.095 -2.783 0.252 -0.2290
C -2.860 -0.707 -0.369 -1.751 -1.140 -1.320 0.5815
F -2.630 -0.303 -1.681 0.126 -0.152 2.714 -0.2431
F -2.163 -1.900 -0.172 -0.610 2.397 0.110 -0.2552
C -4.434 -1.106 -0.308 -1.151 -1.346 -2.023 0.6252
F -4.704 -1.681 -1.569 0.474 1.041 2.580 -0.2421
F -5.268 -0.010 -0.210 1.739 -2.202 0.446 -0.2093
F -4.675 -2.098 0.623 0.333 2.530 -1.457 -0.2085
N 2.497 -0.155 0.482 0.191 -0.152 -1.624 0.3540
O 2.369 -0.289 1.821 -0.468 -0.661 0.052 -0.3568
H 1.866 1.829 -2.670 -0.138 -0.790 -0.353 0.4122
H 2.067 -1.225 1.946 0.211 0.777 0.229 0.4140
```
Positions in Å, forces in eV/Å.

The electronic energy is -58765.4318 eV. The gap between HOMO and LUMO comes out at 9.5 eV. Its highest occupied orbital energy is -15.38 eV. Its molecular weight is 425.17 g/mol. The SMILES is O=C=Nc1nn(O)c(S(=O)(=O)C(F)(F)C(F)(F)C(F)(F)C(F)(F)F)[n+]1O. As for the total charge: +1. The calculation puts the LUMO energy at -0.21494 hartree.

Computed, not measured: a cluster of 10 separate species, C7H30O9 in total, with ωB97M-V with the def2-TZVPD basis set.

```
46
Properties=species:S:1:pos:R:3:forces:R:3:mulliken_charge:R:1
C -1.567 2.778 -0.592 -0.036 -0.464 -0.711 -1.3400
C -0.403 2.163 -0.424 0.382 0.971 0.515 -0.4224
C 0.221 1.153 -1.285 -1.297 -0.768 -1.672 0.3588
C -0.540 0.102 -1.618 0.028 -0.833 0.087 0.7518
C -0.028 -1.225 -2.132 -1.917 -0.447 -0.136 -0.7348
C 1.637 1.339 -1.840 0.334 -0.046 3.256 -0.9690
C 2.582 0.364 -1.031 -1.059 2.088 0.424 -0.7071
H -1.935 3.573 0.033 0.032 0.058 0.402 0.5615
H -2.199 2.477 -1.407 -0.146 0.211 -0.481 0.2529
H 0.132 2.401 0.495 0.411 0.289 -0.205 0.4903
H -1.624 -0.010 -1.370 1.276 0.863 0.164 -0.1590
H -0.195 -1.498 -3.165 -0.195 0.566 -0.730 0.2737
H -0.725 -1.933 -1.644 0.866 -0.197 0.078 0.2453
H 0.985 -1.487 -1.958 0.767 -0.014 0.561 0.2337
H 1.744 1.212 -2.909 -0.134 0.195 -0.140 0.2475
H 1.918 2.339 -1.457 0.093 -0.196 -1.006 0.4208
H 2.174 0.346 -0.023 -0.619 -0.891 -0.054 -0.3768
H 3.512 0.825 -0.770 1.172 0.011 -0.912 0.4271
H 2.608 -0.583 -1.499 0.538 -0.984 -0.029 0.4040
O 2.419 -2.605 1.917 -0.377 -0.901 1.553 -0.6508
H 2.605 -1.671 2.018 0.063 0.057 -1.141 0.3072
H 2.409 -2.996 1.044 0.221 0.897 -0.384 0.3118
O 0.283 -0.587 4.463 -0.316 -0.346 0.704 -0.6311
H 1.190 -0.720 4.154 -0.609 0.430 -0.359 0.3142
H -0.254 -0.118 3.808 0.953 -0.076 -0.342 0.3316
O -1.874 1.539 2.057 0.281 -0.813 0.392 -0.5215
H -2.283 2.154 1.451 -0.191 0.395 0.091 0.2549
H -1.970 1.815 2.971 -0.285 0.358 -0.112 0.2703
O -0.932 1.218 -4.642 -0.150 0.484 -0.913 -0.6471
H -1.598 0.711 -4.174 0.340 -0.141 0.440 0.3285
H -0.070 1.151 -4.227 -0.305 -0.312 0.449 0.3182
O -3.643 -0.405 -2.106 0.130 -0.251 -0.022 -0.6310
H -3.222 -1.137 -1.627 -0.404 0.174 -0.101 0.3719
H -4.208 0.047 -1.472 0.003 -0.120 0.073 0.2990
O -1.700 -3.553 0.048 0.850 -0.201 0.552 -0.6631
H -1.188 -3.060 0.728 -0.648 0.017 -0.392 0.3579
H -1.320 -4.426 0.240 -0.495 0.011 -0.462 0.2820
O 2.938 2.315 1.800 0.954 1.010 -0.503 -0.6522
H 2.729 2.616 2.694 -0.490 -0.968 -0.431 0.3002
H 2.541 1.516 1.449 -0.552 -0.068 0.982 0.3369
O -0.484 -2.559 2.233 0.012 -0.207 1.366 -0.7197
H 0.422 -2.610 2.581 0.393 -0.283 -0.669 0.3251
H -0.901 -2.157 3.014 -0.388 -0.163 -0.292 0.3086
O 0.295 -0.219 1.578 -0.315 -0.337 -0.353 -0.4586
H -0.221 -1.050 1.423 0.816 0.729 0.288 0.4541
H -0.265 0.455 1.177 0.011 0.213 0.176 0.1445
```
Positions in Å, forces in eV/Å.

The electronic energy is -26170.9806 eV. The gap between HOMO and LUMO comes out at 8.8 eV. Its highest occupied orbital energy is -8.74 eV. Its molecular weight is 258.31 g/mol. The SMILES is C=C/C(=C/C)CC.O.O.O.O.O.O.O.O.O. As for the total charge: 0. The calculation puts the LUMO energy at 0.00138 hartree.

Computed, not measured: a structure of composition C7H31B2N7NiO4, with ωB97M-V with the def2-TZVPD basis set.

```
52
Properties=species:S:1:pos:R:3:forces:R:3:mulliken_charge:R:1
Ni -1.040 0.200 -0.147 -0.333 -0.177 0.349 0.7923
B -0.669 2.468 -0.251 1.276 1.300 0.271 0.9670
H 0.345 2.212 -0.747 1.306 -0.323 -0.445 -0.4788
H -0.580 2.555 0.898 0.187 0.038 1.422 -0.5551
H -0.979 3.509 -0.651 -0.607 1.128 -0.707 -0.1873
H -1.515 1.791 -0.624 -1.482 -1.046 -0.543 -0.1237
B -3.101 -0.231 -1.072 -0.138 -0.570 -0.947 0.8892
H -2.456 0.327 -1.857 0.587 0.788 -1.139 -0.2313
H -2.692 -1.305 -0.980 -0.018 -1.548 -0.303 -0.3616
H -2.974 0.261 -0.043 -0.063 0.917 1.779 -0.4488
H -4.201 -0.172 -1.416 -1.352 0.122 -0.175 -0.2308
C -0.188 1.224 -3.506 -0.138 0.101 0.040 -1.3305
C 0.646 0.026 -3.015 -0.529 1.517 1.052 0.5030
C 1.972 0.515 -2.481 1.476 -0.757 -0.217 -1.0453
O 2.816 -0.584 -2.029 -0.778 0.022 -0.097 -0.3801
C 4.118 -0.139 -1.770 0.465 -0.475 -0.143 -0.7343
N -0.077 -0.652 -1.896 0.100 -1.218 -1.771 -0.2538
H 0.437 2.068 -3.803 0.092 -0.244 -0.457 0.3423
H -0.835 1.667 -2.751 0.149 -0.386 0.312 0.1597
H -0.854 0.891 -4.303 0.156 0.227 -0.215 0.3849
H 0.768 -0.664 -3.853 0.340 -0.104 0.121 0.3980
H 1.901 1.203 -1.640 -0.504 0.228 -0.175 0.2072
H 2.557 0.958 -3.294 -0.310 0.420 -0.083 0.5988
H 4.571 0.312 -2.660 -0.082 0.212 0.003 0.3389
H 4.725 -1.017 -1.541 -0.065 -0.036 0.095 0.2439
H 4.202 0.553 -0.926 -0.241 0.146 -0.026 0.2744
H 0.482 -1.510 -1.838 -0.099 0.131 1.006 0.1701
H -0.908 -1.027 -2.365 -0.357 0.273 0.513 0.3359
C 1.884 -0.109 1.298 0.368 -1.481 0.695 0.2668
O 0.798 0.006 0.761 0.912 0.294 0.163 -0.1726
N 2.353 0.663 2.317 -0.982 0.440 -0.521 -0.4764
N 2.683 -1.203 1.045 -0.577 0.005 -0.464 -0.3688
H 3.293 0.550 2.633 0.170 0.302 0.129 0.1771
H 1.816 1.501 2.480 0.308 0.063 0.154 0.2532
H 3.568 -1.383 1.472 0.138 0.172 0.054 0.1798
H 2.404 -1.760 0.255 0.161 0.071 -0.070 0.2083
C -2.339 1.027 2.802 -0.469 0.178 -0.289 0.4199
O -1.535 0.635 1.961 -0.478 -0.319 0.635 -0.4808
N -3.525 0.397 3.079 0.379 -0.540 -0.510 -0.3955
N -2.121 2.176 3.477 0.845 0.425 0.245 -0.4346
H -3.995 0.455 3.960 -0.134 0.245 0.014 0.1627
H -3.824 -0.283 2.397 0.078 -0.138 0.163 0.2630
H -1.421 2.778 3.068 0.031 -0.106 0.113 0.2202
H -2.697 2.540 4.210 -0.332 -0.022 -0.159 0.1550
C -0.800 -2.652 1.371 0.726 2.100 -1.087 0.3631
O -1.300 -1.824 0.608 0.206 -1.112 0.416 -0.5375
N -0.800 -2.484 2.711 0.207 -1.238 -0.024 -0.3155
N -0.048 -3.688 0.889 -0.324 -0.350 0.618 -0.4686
H -1.135 -1.639 3.133 -0.119 0.094 -0.134 0.2029
H -0.417 -3.253 3.230 -0.151 0.368 0.608 0.1389
H 0.081 -3.758 -0.102 -0.086 0.036 -0.070 0.2295
H 0.605 -4.135 1.506 0.086 -0.173 -0.194 0.1661
```
Positions in Å, forces in eV/Å.

The electronic energy is -68777.5431 eV. The gap between HOMO and LUMO (spin up / spin down) comes out at 8.0 / 8.4 eV. Its spin multiplicity is 3. Its highest occupied orbital energy (spin up / spin down) is -7.96 / -8.32 eV. Its molecular weight is 357.69 g/mol. Its expectation value of S² is 2.00. As for the total charge: 0. The calculation puts the LUMO energy (spin up / spin down) at 0.00300 / 0.00294 hartree.